This record from the OMol25 dataset describes a structure of composition C21H23BiF5N5O8. The level of theory is wB97M-V/def2-TZVPD.

Structure (ORCA input):
```
! RIJCOSX wB97M-V def2-TZVPD def2/J DEFGRID3
* xyz 0 1
Bi -0.236 0.371 0.253
O -2.973 1.218 3.582
C -2.378 1.173 2.521
O -1.111 1.219 2.309
C -3.212 1.025 1.246
C -4.592 1.070 1.208
C -5.220 0.944 -0.026
C -4.465 0.826 -1.188
C -3.089 0.808 -1.072
N -2.515 0.854 0.128
C -2.121 0.855 -2.252
O -2.552 0.695 -3.373
O -0.912 1.136 -1.886
H -5.136 1.209 2.131
H -6.301 0.963 -0.086
H -4.906 0.771 -2.173
N -1.042 -1.504 1.636
C -2.060 -2.320 0.980
C -2.271 -3.717 1.595
C -1.035 -4.624 1.790
C -0.698 -5.563 0.623
N -0.105 -4.903 -0.535
C 1.067 -4.280 -0.486
N 1.972 -4.607 0.435
N 1.352 -3.333 -1.374
C -1.735 -2.350 -0.517
O -2.261 -3.200 -1.229
O -0.902 -1.461 -0.942
H -0.126 -1.960 1.667
H -1.291 -1.175 2.563
H -3.017 -1.797 1.056
H -3.013 -4.231 0.981
H -2.720 -3.552 2.577
H -1.221 -5.261 2.658
H -0.153 -4.027 2.045
H -1.611 -6.029 0.260
H -0.045 -6.373 0.956
H -0.780 -4.518 -1.190
H 1.730 -5.255 1.163
H 2.682 -3.933 0.672
H 0.577 -2.856 -1.814
H 2.140 -2.738 -1.175
F 5.291 0.409 4.720
C 4.401 -0.034 3.826
C 3.951 0.784 2.808
F 4.415 2.032 2.711
C 3.031 0.320 1.889
F 2.622 1.166 0.920
C 2.495 -0.978 1.910
O 1.617 -1.419 1.042
C 2.979 -1.760 2.974
F 2.498 -3.021 3.116
C 3.898 -1.319 3.904
F 4.298 -2.135 4.885
C 1.297 -0.895 -3.689
C 2.300 -0.290 -2.721
O 1.717 0.686 -1.862
H 1.761 -1.706 -4.255
H 0.948 -0.144 -4.401
H 0.416 -1.264 -3.166
H 3.127 0.161 -3.276
H 2.738 -1.048 -2.068
H 0.950 1.070 -2.320
*
```

Output
HOMO, eV: -8.232
Strongest force on any atom, Eh/bohr: 0.0074
Energy relative to the best compared isomer or geometry (same formula, charge and spin), kcal per mole: 0.0

***

This record from the OMol25 dataset describes a structure of composition C10H21N3O2. The level of theory is wB97M-V/def2-TZVPD.

Structure (ORCA input):
```
! RIJCOSX wB97M-V def2-TZVPD def2/J DEFGRID3
* xyz 2 3
C 0.263 -0.260 1.287
C 0.149 1.421 -2.846
C 0.266 -1.004 -2.328
C 0.968 1.131 -4.125
C 0.971 -1.272 -3.675
C 0.326 0.403 -1.724
C -0.742 -0.789 3.929
C 0.956 0.937 3.821
C -1.531 1.682 3.718
C -0.441 0.655 3.470
N 0.842 -1.299 1.368
N 0.329 0.593 -0.469
N 0.687 -0.270 -4.698
O 1.834 -1.810 0.657
O -0.489 0.545 1.844
H 0.599 2.395 -2.512
H -0.870 1.751 -3.085
H -0.778 -1.113 -2.518
H 0.733 -1.701 -1.592
H 0.728 1.809 -5.018
H 1.957 1.178 -3.658
H 1.951 -1.377 -3.336
H 0.497 -2.293 -3.936
H 2.492 -2.424 1.174
H 0.264 -1.148 4.273
H -1.421 -0.689 4.704
H -1.199 -1.478 3.215
H 1.318 1.866 3.470
H 1.630 0.108 3.496
H 0.943 1.092 4.860
H -1.005 2.529 3.411
H -2.511 1.556 3.167
H -1.736 1.725 4.764
H 0.115 1.581 -0.202
H -0.332 -0.261 -4.910
H 1.225 -0.526 -5.562
*
```

Output
HOMO (spin up / spin down), eV: -12.193 / -16.982
Strongest force on any atom, Eh/bohr: 0.1806
Energy relative to the best compared isomer or geometry (same formula, charge and spin), kcal per mole: 0.0
<S²>: 2.0108

***

This record from the OMol25 dataset describes a structure of composition C19H27CuNO. The level of theory is wB97M-V/def2-TZVPD.

Structure (ORCA input):
```
! RIJCOSX wB97M-V def2-TZVPD def2/J DEFGRID3
* xyz -2 2
C 0.506 -4.087 0.121
C 0.367 -3.577 -1.217
C -0.919 -2.881 -1.269
C -1.535 -3.022 0.013
C -0.669 -3.787 0.853
Cu 1.143 -1.638 -1.018
N -0.809 -0.519 2.133
C 2.942 -1.805 -1.027
C 2.708 -1.422 -2.343
H -1.380 -2.518 -2.195
H 0.975 -3.815 -2.089
H -2.554 -2.737 0.281
H -0.917 -4.140 1.866
H 1.353 -4.706 0.494
H 2.790 -2.119 -3.160
H 3.165 -0.955 -0.318
H -0.008 -0.684 2.773
H 2.822 -0.349 -2.534
H 3.228 -2.813 -0.664
C -2.140 -0.330 2.220
C -2.667 0.179 0.754
C -4.143 0.516 0.738
C -1.809 1.315 0.320
C -2.237 2.640 0.246
C -1.293 3.650 0.035
C 0.060 3.364 -0.122
C 0.525 2.039 -0.124
C 2.048 1.781 -0.260
C 2.576 2.298 -1.602
C 2.803 2.409 0.912
C -0.452 1.000 -0.040
O -0.163 -0.278 -0.224
H -2.450 0.445 2.927
H -0.455 -0.753 1.188
H -2.614 -1.320 2.384
H -2.498 -0.657 0.063
H -4.357 1.240 1.523
H -4.413 0.954 -0.227
H -4.774 -0.358 0.892
H -3.286 2.903 0.377
H -1.603 4.695 0.019
H 0.798 4.162 -0.255
H 2.235 0.693 -0.242
H 2.476 3.388 -1.670
H 3.635 2.045 -1.735
H 2.016 1.851 -2.432
H 2.419 2.024 1.862
H 3.874 2.185 0.857
H 2.679 3.498 0.918
*
```

Output
HOMO (spin up / spin down), eV: 2.591 / 0.146
Strongest force on any atom, Eh/bohr: 0.1070
Energy relative to the best compared isomer or geometry (same formula, charge and spin), kcal per mole: 0.0
<S²>: 0.7538

***

This record from the OMol25 dataset describes the ion C5H12N5O with charge +1. The level of theory is wB97M-V/def2-TZVPD.

Structure (ORCA input):
```
! RIJCOSX wB97M-V def2-TZVPD def2/J DEFGRID3
* xyz 1 1
N 2.921 -0.922 0.268
C 2.217 -0.142 -0.787
C 1.503 1.190 -0.275
O 2.504 2.162 0.121
C 0.479 0.927 0.928
N -0.279 -0.313 0.611
C -1.580 -0.287 0.276
N -2.364 0.928 0.226
C -3.637 0.389 -0.134
N -3.563 -1.012 -0.306
N -2.293 -1.478 -0.067
H 2.981 -1.899 -0.075
H 2.380 -0.999 1.139
H 1.444 -0.793 -1.341
H 2.992 0.171 -1.573
H 0.876 1.609 -1.143
H 3.141 2.169 -0.621
H -0.162 1.817 1.201
H 1.125 0.686 1.845
H 0.151 -1.251 0.625
H -4.495 1.115 -0.223
H -4.352 -1.609 -0.577
H -1.989 -2.459 -0.117
*
```

Output
HOMO, eV: -12.638
Strongest force on any atom, Eh/bohr: 0.1193
Energy relative to the best compared isomer or geometry (same formula, charge and spin), kcal per mole: 29.2

***

This record from the OMol25 dataset describes a structure of composition C19H25ClN5O4PtSSi. The level of theory is wB97M-V/def2-TZVPD.

Structure (ORCA input):
```
! RIJCOSX wB97M-V def2-TZVPD def2/J DEFGRID3
* xyz -1 1
Pt -0.304 0.857 0.199
O 0.190 3.641 2.519
Cl 1.229 3.366 1.569
O 1.909 4.558 1.179
O 0.608 2.813 0.329
O 2.144 2.391 2.095
C -0.811 -6.010 0.598
C -0.187 -4.649 0.724
C 1.102 -4.487 1.234
C 1.556 -3.188 1.329
N 0.844 -2.132 0.957
C -0.378 -2.381 0.464
S -1.392 -1.107 -0.125
N -0.916 -3.615 0.344
H -0.117 -6.717 0.142
H -1.714 -5.944 -0.004
H -1.076 -6.396 1.585
H 1.709 -5.330 1.535
H 2.548 -2.974 1.720
C 2.663 0.326 -0.927
Si 1.564 0.829 -2.354
C 1.699 -0.567 -3.629
C 2.269 2.406 -3.095
N -0.060 1.062 -1.796
C -1.121 1.383 -2.601
C -2.402 1.661 -2.077
C -3.472 1.981 -2.892
C -3.335 2.057 -4.273
C -2.082 1.797 -4.813
C -1.006 1.467 -4.008
H 3.666 0.129 -1.321
H 2.295 -0.583 -0.444
H 2.745 1.102 -0.164
H 2.652 -1.087 -3.504
H 1.644 -0.221 -4.663
H 0.896 -1.292 -3.475
H 3.276 2.240 -3.489
H 2.324 3.168 -2.314
H 1.647 2.797 -3.903
H -2.537 1.625 -1.003
H -4.434 2.182 -2.433
H -4.175 2.312 -4.906
H -1.934 1.846 -5.886
H -0.054 1.265 -4.479
N -0.934 0.549 6.393
C -0.805 0.571 5.018
C -1.846 1.015 4.202
C -1.657 1.062 2.841
N -0.518 0.692 2.250
C 0.485 0.269 3.026
C 0.384 0.195 4.397
H -1.873 0.530 6.753
H -0.295 -0.047 6.891
H -2.790 1.335 4.624
H -2.440 1.410 2.181
H 1.384 -0.017 2.503
H 1.232 -0.143 4.978
*
```

Output
HOMO, eV: -3.949
Strongest force on any atom, Eh/bohr: 0.0026
Energy relative to the best compared isomer or geometry (same formula, charge and spin), kcal per mole: 0.0

***

This record from the OMol25 dataset describes a structure of composition C22H19NO4RuS4. The level of theory is wB97M-V/def2-TZVPD.

Structure (ORCA input):
```
! RIJCOSX wB97M-V def2-TZVPD def2/J DEFGRID3
* xyz -1 2
Ru 0.741 -0.042 -0.911
S 2.438 1.272 -1.703
C 2.415 2.711 -0.702
C 3.339 3.736 -0.932
C 3.340 4.877 -0.151
C 2.425 5.029 0.885
C 1.506 4.020 1.125
C 1.497 2.885 0.328
S 0.302 1.611 0.655
C -1.078 2.329 -0.305
C -2.139 1.274 -0.401
C -3.485 1.571 -0.308
C -4.399 0.529 -0.394
C -3.932 -0.761 -0.512
C -2.557 -0.983 -0.539
C -2.029 -2.392 -0.584
S -0.263 -2.505 -0.269
C -0.106 -3.098 1.395
C 0.839 -4.120 1.518
C 1.156 -4.663 2.748
C 0.490 -4.178 3.874
C -0.449 -3.177 3.756
C -0.782 -2.571 2.520
S -1.937 -1.285 2.479
N -1.695 0.022 -0.547
H 4.062 3.617 -1.730
H 4.070 5.654 -0.345
H 2.436 5.916 1.506
H 0.798 4.098 1.942
H -0.697 2.586 -1.296
H -1.453 3.224 0.192
H -3.806 2.595 -0.166
H -5.462 0.726 -0.337
H -4.607 -1.607 -0.522
H -2.210 -2.822 -1.573
H -2.559 -2.985 0.160
H 1.330 -4.477 0.621
H 1.898 -5.447 2.829
H 0.711 -4.588 4.853
H -0.957 -2.799 4.634
O 2.622 0.690 1.731
C 2.639 -0.468 1.348
O 2.009 -0.983 0.349
H 3.254 -1.220 1.870
C -0.097 -0.634 -4.805
C 0.212 -0.412 -3.353
O -0.278 0.574 -2.733
O 0.956 -1.218 -2.730
H -0.624 0.223 -5.216
H -0.714 -1.527 -4.905
H 0.831 -0.807 -5.350
*
```

Output
HOMO (spin up / spin down), eV: -3.496 / -3.514
Strongest force on any atom, Eh/bohr: 0.0045
Energy relative to the best compared isomer or geometry (same formula, charge and spin), kcal per mole: 0.0
<S²>: 0.7569

***

This record from the OMol25 dataset describes a cluster of 2 separate species, C4H8 in total. The level of theory is wB97M-V/def2-TZVPD.

Structure (ORCA input):
```
! RIJCOSX wB97M-V def2-TZVPD def2/J DEFGRID3
* xyz 0 1
C 1.360 -0.473 -0.739
C 1.249 0.863 -0.068
C 0.515 -0.361 0.401
C -2.121 -0.089 0.135
H 0.846 -0.628 -1.639
H 2.300 -0.955 -0.646
H 2.058 1.216 0.565
H 1.009 1.687 -0.815
H 0.657 -0.710 1.410
H -2.719 -0.593 -0.546
H -1.960 0.970 -0.070
H -2.360 -0.383 1.167
*
```

Output
HOMO (spin up / spin down), eV: -8.354 / -8.713
Strongest force on any atom, Eh/bohr: 0.0555
Energy relative to the best compared isomer or geometry (same formula, charge and spin), kcal per mole: 113.4

***

This record from the OMol25 dataset describes an isolated molecule of C2H5NS. The level of theory is wB97M-V/def2-TZVPD.

Structure (ORCA input):
```
! RIJCOSX wB97M-V def2-TZVPD def2/J DEFGRID3
* xyz 0 3
C 0.979 -1.726 0.755
C -0.792 1.375 -0.722
N 0.600 -0.689 0.109
S -0.469 0.423 0.782
H 1.697 -2.409 0.361
H 0.563 -1.848 1.764
H -1.415 0.937 -1.572
H 0.195 1.672 -1.060
H -1.357 2.264 -0.418
*
```

Output
HOMO (spin up / spin down), eV: -5.331 / -9.270
Strongest force on any atom, Eh/bohr: 0.1809
Energy relative to the best compared isomer or geometry (same formula, charge and spin), kcal per mole: 29.5
<S²>: 2.0086

***

Sequential total energy output: -2403.805250; -707.446006; -2510.471121; -546.422801; -2580.894307; -2893.263190; -157.003213; -531.962733 a.u.